Density functional theory data (the ωB97M-V functional and the def2-TZVPD basis) for a structure of composition C33H66ClCsN10O2.

Element x y z (Å)
Cs: -0.158 -0.140 -0.676
C: 3.401 -0.670 -4.367
N: 2.338 -1.690 -4.238
C: 1.076 -1.267 -4.700
C: 2.382 -2.511 -3.173
N: 1.405 -2.710 -2.424
C: 1.345 -3.810 -1.524
C: -0.164 -4.119 -1.286
N: -0.674 -3.280 -0.219
C: -0.271 -3.876 1.069
C: -0.082 -2.959 2.241
N: 1.051 -2.059 1.935
C: 1.749 -1.602 2.926
N: 2.978 -0.986 2.629
C: 3.060 0.437 3.028
C: 3.537 -1.141 1.298
N: 1.527 -1.670 4.295
C: 2.609 -1.666 5.254
C: 0.210 -1.546 4.885
C: -2.134 -3.136 -0.268
C: -2.910 -2.401 0.884
N: -2.462 -1.021 1.165
C: -3.317 -0.198 1.731
N: -2.772 0.907 2.316
C: -1.339 0.983 2.520
C: -3.433 2.194 2.382
N: -4.729 -0.428 1.776
C: -5.547 0.052 2.903
C: -5.410 -0.529 0.482
N: 3.604 -3.208 -3.015
C: 4.348 -3.678 -4.176
C: 4.348 -3.036 -1.771
H: 3.329 -0.320 -5.398
H: 4.382 -1.074 -4.161
H: 3.242 0.164 -3.695
H: 1.178 -0.912 -5.764
H: 0.654 -0.470 -4.090
H: 0.417 -2.113 -4.643
H: 1.808 -3.591 -0.571
H: 1.871 -4.708 -1.909
H: -0.257 -5.191 -1.114
H: -0.619 -3.844 -2.203
H: 0.694 -4.366 0.913
H: -1.035 -4.588 1.416
H: 0.095 -3.690 3.076
H: -1.000 -2.372 2.414
H: 2.572 0.698 3.953
H: 2.677 1.076 2.233
H: 4.125 0.692 3.205
H: 3.548 -2.193 1.060
H: 4.542 -0.789 1.422
H: 2.955 -0.572 0.510
H: 3.519 -1.841 4.766
H: 2.455 -2.452 6.023
H: 2.718 -0.698 5.706
H: -0.170 -2.478 5.261
H: -0.490 -1.145 4.156
H: 0.231 -0.775 5.689
H: -2.608 -4.144 -0.317
H: -2.372 -2.526 -1.170
H: -2.825 -3.044 1.761
H: -3.994 -2.542 0.590
H: -0.986 -0.054 2.535
H: -1.133 1.491 3.444
H: -0.876 1.581 1.761
H: -4.456 2.228 1.928
H: -2.874 2.935 1.854
H: -3.583 2.507 3.426
H: -4.933 0.322 3.725
H: -6.246 -0.734 3.278
H: -6.179 0.846 2.570
H: -4.625 -0.624 -0.260
H: -5.952 0.410 0.304
H: -6.073 -1.417 0.387
H: 3.608 -3.936 -4.922
H: 4.795 -4.610 -3.868
H: 5.081 -2.997 -4.539
H: 3.764 -2.333 -1.187
H: 5.332 -2.628 -1.973
H: 4.397 -3.951 -1.151
C: 3.106 3.896 -0.378
C: 2.507 3.039 -1.516
O: 3.121 1.708 -1.486
H: 2.786 4.889 -0.570
H: 4.187 3.813 -0.344
H: 2.733 3.590 0.607
H: 2.674 3.506 -2.480
H: 1.437 2.855 -1.430
H: 4.046 1.816 -1.660
Cl: -3.580 7.101 2.736
C: -2.742 5.992 1.744
C: -1.453 5.611 1.983
C: -0.846 4.690 1.187
C: -1.488 4.020 0.128
C: -0.984 2.848 -0.440
C: -2.744 4.636 -0.232
C: -3.407 5.498 0.613
H: -0.959 6.021 2.893
H: 0.153 4.439 1.464
H: 0.063 2.547 -0.191
H: -1.489 2.426 -1.325
H: -3.247 4.257 -1.141
H: -4.376 5.930 0.414
C: -2.551 2.044 -4.650
C: -1.337 2.130 -3.764
C: -0.763 3.526 -3.646
O: -0.856 1.140 -3.269
H: -2.256 1.684 -5.641
H: -2.939 3.028 -4.815
H: -3.254 1.328 -4.239
H: 0.025 3.465 -2.906
H: -1.543 4.204 -3.349
H: -0.289 3.857 -4.612

Output
2S+1 = 1
E_HOMO = -4.8 eV
frontier orbital gap = 4.87 eV



Density functional theory data (the ωB97M-V functional and the def2-TZVPD basis) for a cluster of 3 separate species, C6H12Br6 in total.

Element x y z (Å)
Br: -1.475 -3.154 -0.266
C: -1.952 -1.430 0.559
C: -2.970 -0.884 -0.404
Br: -3.532 0.982 0.113
H: -1.029 -0.865 0.690
H: -2.332 -1.654 1.555
H: -3.941 -1.365 -0.280
H: -2.748 -0.874 -1.471
Br: -2.337 6.999 -3.115
C: -0.850 5.681 -3.312
C: -0.296 5.620 -4.741
Br: 1.195 4.334 -4.932
H: -1.355 4.721 -3.200
H: -0.040 5.794 -2.591
H: 0.023 6.605 -5.081
H: -1.109 5.258 -5.371
Br: 0.997 -4.388 5.020
C: 2.731 -4.988 4.440
C: 3.424 -3.984 3.465
Br: 5.354 -4.584 3.271
H: 2.600 -5.997 4.048
H: 3.360 -4.963 5.330
H: 3.310 -2.952 3.797
H: 2.971 -3.912 2.476

Output
2S+1 = 1
E_HOMO = -10.4 eV
frontier orbital gap = 10.79 eV
SMILES = BrCCBr.BrCCBr.BrCCBr



Density functional theory data (the ωB97M-V functional and the def2-TZVPD basis) for a structure of composition C3F21O9P2PdS3.

Element x y z (Å)
Pd: -0.049 -1.262 -0.738
C: 2.000 2.085 4.817
F: 2.263 2.997 5.803
F: 2.969 1.151 5.010
F: 0.745 1.522 5.127
S: 2.040 2.792 2.970
O: 1.497 1.671 2.143
O: 1.124 3.958 2.978
O: 3.422 3.080 2.649
C: -5.184 0.563 3.924
F: -4.555 -0.054 4.967
F: -6.474 0.837 4.168
F: -4.512 1.685 3.643
S: -5.019 -0.540 2.289
O: -5.590 -1.842 2.655
O: -5.648 0.195 1.192
O: -3.581 -0.633 2.074
C: 1.941 4.728 -4.285
F: 2.729 4.453 -5.356
F: 2.693 4.560 -3.229
F: 1.546 5.965 -4.461
S: 0.407 3.570 -4.206
O: 0.122 3.054 -5.542
O: 0.797 2.450 -3.351
O: -0.694 4.390 -3.736
P: 3.677 -3.877 1.324
F: 4.002 -2.801 2.426
F: 5.260 -4.083 1.251
F: 3.384 -5.019 2.514
F: 3.469 -5.001 0.197
F: 2.056 -3.654 1.314
F: 3.723 -2.761 0.143
P: -1.562 -3.417 -4.369
F: -2.094 -2.111 -3.536
F: -0.062 -2.908 -4.172
F: -1.456 -4.317 -2.960
F: -0.899 -4.646 -5.167
F: -3.000 -4.206 -4.684
F: -1.488 -2.574 -5.790

Output
2S+1 = 3
E_HOMO (spin up / spin down) = -2.5 / -2.5 eV
frontier orbital gap (spin up / spin down) = 5.96 / 1.85 eV
charge = -3



Density functional theory data (the ωB97M-V functional and the def2-TZVPD basis) for a structure of composition C3H4LiMgO3.

Element x y z (Å)
O: 1.032 -0.304 -0.565
C: 0.123 -1.194 -0.869
C: 0.866 0.630 0.559
O: 0.306 -1.928 -1.873
O: -0.938 -1.352 -0.169
C: -0.153 1.649 0.407
H: 1.890 0.849 0.880
H: -0.047 2.297 -0.475
H: -0.319 2.175 1.361
Li: -1.760 0.147 0.652
Mg: -1.506 -2.912 -1.514
H: 0.507 -0.057 1.605

Output
2S+1 = 2
E_HOMO (spin up / spin down) = -6.5 / -6.5 eV
frontier orbital gap (spin up / spin down) = 6.10 / 5.33 eV



Density functional theory data (the ωB97M-V functional and the def2-TZVPD basis) for a structure of composition C24H22LiN4O4.

Element x y z (Å)
Li: -0.420 -0.860 0.445
C: -1.797 -0.197 3.138
O: -1.505 0.329 1.846
C: -1.356 1.679 1.740
C: -1.854 2.587 2.661
C: -1.682 3.951 2.449
C: -1.013 4.402 1.321
C: -0.504 3.487 0.407
C: -0.656 2.121 0.608
N: -0.166 1.089 -0.234
N: 0.630 1.493 -1.122
C: 1.158 0.598 -2.005
C: 0.797 -0.798 -2.072
O: -0.057 -1.355 -1.345
C: 1.474 -1.592 -3.093
C: 2.375 -1.068 -3.942
C: 2.730 0.326 -3.907
C: 3.662 0.860 -4.813
C: 4.000 2.191 -4.784
C: 3.397 3.022 -3.826
C: 2.484 2.519 -2.930
C: 2.120 1.153 -2.941
H: -2.830 0.015 3.421
H: -1.107 0.220 3.875
H: -1.648 -1.271 3.071
H: -2.371 2.240 3.545
H: -2.073 4.656 3.173
H: -0.882 5.464 1.153
H: 0.030 3.811 -0.478
H: 1.212 -2.643 -3.121
H: 2.862 -1.700 -4.679
H: 4.116 0.196 -5.543
H: 4.721 2.593 -5.486
H: 3.655 4.075 -3.793
H: 2.030 3.165 -2.191
N: 1.413 0.427 3.226
C: 1.826 -0.927 3.617
C: 1.134 -2.013 2.786
O: 1.043 -3.137 3.298
O: 0.663 -1.644 1.666
H: 1.125 0.372 2.253
H: 2.189 1.074 3.260
H: 1.583 -1.127 4.660
H: 2.901 -1.100 3.498
C: -3.811 -4.496 -0.197
C: -4.401 -3.247 -0.329
C: -3.667 -2.131 0.042
N: -2.427 -2.201 0.519
C: -1.862 -3.408 0.644
C: -2.521 -4.580 0.299
H: -4.353 -5.391 -0.481
H: -5.406 -3.139 -0.714
H: -4.087 -1.134 -0.054
H: -0.849 -3.420 1.044
H: -2.025 -5.535 0.415

Output
2S+1 = 1
E_HOMO = -4.2 eV
frontier orbital gap = 6.91 eV
charge = -1



Density functional theory data (the ωB97M-V functional and the def2-TZVPD basis) for a cluster of 8 separate species, C23H67N5O8 in total.

Element x y z (Å)
C: 2.016 4.237 6.534
O: 0.683 4.314 6.023
H: 1.983 3.670 7.464
H: 2.787 3.789 5.907
H: 2.411 5.228 6.760
H: 0.146 4.762 6.681
C: -5.667 4.385 0.989
O: -6.443 5.348 0.376
H: -4.624 4.635 0.795
H: -5.959 4.345 2.038
H: -5.941 3.420 0.562
H: -5.945 6.166 0.303
C: 0.169 0.089 -0.664
O: 0.220 0.704 0.640
H: 0.571 -0.924 -0.667
H: -0.865 0.051 -1.007
H: 0.780 0.753 -1.275
H: 0.237 1.650 0.799
C: -5.586 -2.862 6.872
C: -5.147 -3.028 5.394
C: -6.102 -2.405 4.389
O: -5.973 -2.737 2.955
C: -6.226 -4.127 2.704
N: -3.758 -2.581 5.269
H: -5.496 -1.805 7.122
H: -4.930 -3.476 7.489
H: -6.636 -3.114 7.017
H: -5.145 -4.091 5.153
H: -6.119 -1.325 4.534
H: -7.053 -2.736 4.806
H: -7.296 -4.281 2.570
H: -5.790 -4.918 3.314
H: -5.726 -4.293 1.750
H: -3.582 -2.616 4.275
H: -3.796 -1.580 5.400
C: 7.946 -3.609 -4.276
C: 6.920 -2.664 -4.760
C: 5.574 -2.959 -4.120
O: 5.145 -4.255 -4.263
C: 5.503 -5.256 -3.278
N: 7.271 -1.255 -4.492
H: 8.069 -3.668 -3.195
H: 8.926 -3.273 -4.613
H: 7.859 -4.660 -4.551
H: 6.844 -2.792 -5.839
H: 4.811 -2.428 -4.688
H: 5.530 -2.751 -3.051
H: 6.320 -5.908 -3.588
H: 4.571 -5.820 -3.246
H: 5.693 -4.928 -2.256
H: 6.456 -0.691 -4.689
H: 7.397 -1.096 -3.502
C: 10.223 -5.076 5.156
C: 8.983 -5.922 5.652
C: 7.679 -5.561 4.933
O: 7.475 -4.176 4.902
C: 6.140 -3.806 4.909
N: 9.419 -7.252 5.358
H: 10.110 -4.063 5.540
H: 10.029 -5.173 4.088
H: 11.176 -5.483 5.496
H: 8.703 -5.818 6.700
H: 6.941 -6.129 5.498
H: 7.602 -5.873 3.892
H: 5.508 -4.266 4.150
H: 5.975 -2.728 4.907
H: 5.670 -4.128 5.838
H: 10.389 -7.319 5.630
H: 8.950 -7.950 5.917
C: 1.203 8.347 -3.826
C: 2.443 7.521 -4.146
C: 2.772 6.627 -2.945
O: 3.393 7.287 -1.833
C: 3.247 6.384 -0.671
N: 2.292 6.737 -5.333
H: 0.255 7.880 -4.096
H: 1.146 9.201 -4.500
H: 1.111 8.706 -2.801
H: 3.230 8.262 -4.284
H: 3.408 5.822 -3.312
H: 1.849 6.127 -2.650
H: 3.701 5.449 -1.000
H: 2.230 6.282 -0.294
H: 3.697 6.803 0.229
H: 1.564 6.058 -5.164
H: 1.984 7.209 -6.171
C: -8.232 0.615 -4.708
C: -9.604 1.332 -4.591
C: -10.328 1.599 -5.890
O: -11.613 2.151 -5.597
C: -12.334 2.584 -6.749
N: -10.431 0.501 -3.744
H: -8.259 -0.399 -5.105
H: -7.780 0.472 -3.726
H: -7.486 1.221 -5.223
H: -9.386 2.324 -4.196
H: -10.375 0.657 -6.436
H: -9.611 2.226 -6.420
H: -12.501 1.844 -7.532
H: -11.808 3.388 -7.263
H: -13.323 2.924 -6.441
H: -9.944 0.370 -2.869
H: -10.516 -0.423 -4.144

Output
2S+1 = 1
E_HOMO = -9.0 eV
frontier orbital gap = 9.24 eV
SMILES = COC[C@H](C)N.COC[C@H](C)N.COC[C@H](C)N.COC[C@H](C)N.COC[C@H](C)N.CO.CO.CO



Density functional theory data (the ωB97M-V functional and the def2-TZVPD basis) for the ion C2H2NO2S2 with charge -1.

Element x y z (Å)
C: 0.049 -0.440 0.516
C: -1.273 -0.107 -0.266
N: 1.116 0.093 -0.120
O: 0.008 -1.168 1.509
O: 3.359 1.078 -0.700
S: -2.442 -1.432 -0.060
S: 2.269 1.169 0.264
H: -1.963 0.729 0.172
H: -1.122 0.078 -1.314

Output
2S+1 = 1
E_HOMO (spin up / spin down) = -5.1 / -2.4 eV
frontier orbital gap (spin up / spin down) = 8.48 / 3.97 eV
charge = -1



Density functional theory data (the ωB97M-V functional and the def2-TZVPD basis) for a structure of composition C52H57AsCl3LuN7O4P2Si.

Element x y z (Å)
Lu: -0.461 -1.231 -1.633
C: -9.501 -5.943 8.083
O: -9.144 -4.578 7.854
C: -8.215 -4.310 6.928
C: -7.552 -5.275 6.168
C: -6.607 -4.880 5.236
C: -6.308 -3.537 5.042
C: -6.979 -2.580 5.811
C: -7.916 -2.955 6.743
C: -5.301 -3.165 4.055
N: -4.556 -4.003 3.355
C: -3.770 -3.208 2.576
C: -4.023 -1.877 2.786
N: -5.012 -1.860 3.739
C: -3.357 -0.845 2.071
C: -3.619 0.530 2.207
C: -2.912 1.428 1.456
C: -1.951 0.948 0.566
N: -1.690 -0.336 0.397
C: -2.377 -1.237 1.138
C: -2.066 -2.635 0.936
N: -1.081 -2.950 0.049
C: -0.833 -4.238 -0.157
C: -1.533 -5.279 0.453
C: -2.523 -4.972 1.347
C: -2.785 -3.621 1.623
H: -10.265 -5.922 8.851
H: -8.642 -6.514 8.437
H: -9.907 -6.395 7.177
H: -7.771 -6.325 6.293
H: -6.092 -5.623 4.641
H: -6.773 -1.521 5.698
H: -8.440 -2.225 7.345
H: -5.462 -1.057 4.142
H: -4.375 0.873 2.902
H: -3.090 2.492 1.534
H: -1.369 1.637 -0.025
H: -0.052 -4.467 -0.866
H: -1.291 -6.304 0.209
H: -3.120 -5.729 1.840
O: 1.052 -0.788 0.396
H: 0.640 -1.007 1.241
H: 1.602 -0.007 0.537
O: -2.370 0.329 -2.287
H: -3.245 -0.048 -2.445
H: -2.404 1.269 -2.523
O: 1.834 -0.993 -2.677
H: 1.905 -1.547 -3.466
H: 2.408 -0.213 -2.787
Cl: -2.002 -3.506 -5.647
Si: -1.420 -2.037 -4.376
Cl: 0.302 -3.306 -3.084
Cl: -2.653 -2.499 -2.529
C: 4.339 -5.919 0.102
N: 4.691 -5.100 -1.152
C: 5.754 -4.066 -0.743
N: 5.275 -3.257 0.320
C: 4.930 -4.078 1.481
N: 3.904 -5.064 1.146
C: 2.605 -4.442 0.874
P: 2.622 -3.242 -0.565
C: 3.473 -4.430 -1.730
C: 4.189 -2.354 -0.074
H: 5.246 -6.451 0.387
H: 3.569 -6.634 -0.182
H: 5.089 -5.728 -1.852
H: 5.992 -3.476 -1.626
H: 6.629 -4.633 -0.430
H: 4.560 -3.436 2.278
H: 5.823 -4.593 1.837
H: 2.274 -3.912 1.770
H: 1.870 -5.223 0.673
H: 3.785 -3.895 -2.628
H: 2.769 -5.204 -2.035
H: 3.972 -1.683 0.759
H: 4.520 -1.738 -0.914
C: 0.405 3.288 -1.026
C: 0.739 4.624 -1.695
As: 2.666 5.107 -1.682
C: 2.409 6.922 -2.330
C: 3.010 8.004 -1.692
C: 2.906 9.280 -2.231
C: 2.210 9.484 -3.414
C: 1.623 8.407 -4.065
C: 1.729 7.131 -3.529
C: 2.774 5.416 0.240
C: 3.793 4.782 0.946
C: 3.942 4.986 2.315
C: 3.068 5.828 2.985
C: 2.047 6.468 2.289
C: 1.901 6.263 0.925
P: 0.608 1.734 -2.006
C: 2.409 1.821 -2.337
C: 3.239 1.616 -1.228
C: 4.619 1.680 -1.341
C: 5.198 1.925 -2.581
C: 4.390 2.114 -3.691
C: 3.005 2.077 -3.571
C: -0.228 2.112 -3.586
C: 0.089 1.446 -4.769
C: -0.662 1.645 -5.922
C: -1.768 2.479 -5.901
C: -2.113 3.134 -4.724
C: -1.346 2.958 -3.580
H: -0.625 3.303 -0.663
H: 1.033 3.159 -0.136
H: 0.217 5.412 -1.150
H: 0.389 4.670 -2.725
H: 3.561 7.857 -0.771
H: 3.372 10.115 -1.724
H: 2.132 10.479 -3.832
H: 1.089 8.561 -4.994
H: 1.281 6.298 -4.062
H: 4.491 4.142 0.415
H: 4.747 4.501 2.853
H: 3.189 6.001 4.047
H: 1.375 7.139 2.810
H: 1.121 6.791 0.388
H: 2.805 1.456 -0.243
H: 5.241 1.547 -0.465
H: 6.274 1.985 -2.676
H: 4.834 2.322 -4.656
H: 2.400 2.294 -4.439
H: 0.927 0.761 -4.806
H: -0.378 1.148 -6.841
H: -2.361 2.618 -6.796
H: -2.970 3.795 -4.700
H: -1.611 3.511 -2.685

Output
2S+1 = 1
E_HOMO = -12.9 eV
frontier orbital gap = 5.72 eV
charge = +3



Result set for F_max: 2.8; 1.8; 3.5; 4.8; 0.7; 2.9; 2.6; 1.9 eV/A, one per record in the order listed.
Result set for energy above the lowest of the compared OMol25 structures with the same formula, charge and spin: 0.0; 82.3; 601.5; 0.0; 15.3; 423.5; 326.1; 109.7 kJ/mol, one per record in the order listed.